No. 1
A single CH2N2O2S molecule at a distorted geometry, computed with ωB97M-V/def2-TZVPD.

Results
E_HOMO (spin up / spin down), eV: -9.18 / -7.75
Energy above the lowest of the compared OMol25 structures with the same formula, charge and spin, kcal/mol: 120.8
Gap between HOMO and LUMO (spin up / spin down), eV: 9.7 / 6.5
Net charge: 0
DFT total energy, eV: -18976.088
E_LUMO (spin up / spin down), hartree: 0.0178 / -0.0476

Atoms and positions in Å:
C1 -0.5299 -0.0970 0.1176
N1 -0.8848 1.0841 0.8305
N2 -0.6651 2.1913 0.7492
O1 1.7077 -1.6085 -0.2108
O2 0.1655 0.1319 -1.0332
S1 1.7275 -0.4046 -1.0624
H1 -0.1079 -0.8686 0.8400
H2 -1.4130 -0.4287 -0.2308

Forces on atoms 1 to 3 (eV/Å):
C 1.6 -0.8 1.6
N -1.3 -2.0 2.2
N 1.0 3.1 -0.7

=====

No. 2
A single CH2N2O2S molecule at a distorted geometry, computed with ωB97M-V/def2-TZVPD.

Results
E_HOMO (spin up / spin down), eV: -8.68 / -9.72
Energy above the lowest of the compared OMol25 structures with the same formula, charge and spin, kcal/mol: 80.4
Gap between HOMO and LUMO (spin up / spin down), eV: 9.4 / 6.4
Net charge: 0
DFT total energy, eV: -18972.526
<S²>: 2.0116
E_LUMO (spin up / spin down), hartree: 0.0271 / -0.1232
Multiplicity: 3

Atoms and positions in Å:
C1 0.3489 0.6066 0.1016
N1 1.3784 -0.2686 0.2334
N2 -0.9420 0.3238 -0.0945
O1 0.0582 -1.8845 -0.2079
O2 1.2339 -1.4991 0.1648
S1 0.7058 2.2113 0.0895
H1 -1.2646 -0.6126 0.0244
H2 -1.5185 1.1232 -0.3114

Forces on atoms 1 to 3 (eV/Å):
C 1.3 -4.3 -0.2
N 0.3 7.4 0.9
N -0.7 0.7 0.0

=====

No. 3
A single CH2N2O2S2 molecule at a distorted geometry, computed with ωB97M-V/def2-TZVPD.

Results
E_HOMO, eV: -11.10
Energy above the lowest of the compared OMol25 structures with the same formula, charge and spin, kcal/mol: 64.5
Gap between HOMO and LUMO, eV: 9.0
Net charge: 0
DFT total energy, eV: -29811.355
E_LUMO, hartree: -0.0786
SMILES: N#CSS(N)(=O)=O

Atoms and positions in Å:
N1 3.3854 -0.1055 -0.0675
C1 2.4678 0.5214 -0.0030
S1 0.6504 1.6540 0.0843
S2 -0.1239 -0.2111 -0.0608
N2 -1.8197 0.0986 -0.1293
O1 0.1630 -0.9478 -1.2777
O2 0.0837 -0.7512 1.2742
H1 -2.5293 -0.4592 -0.5841
H2 -2.2774 0.2009 0.7640

Forces on atoms 1 to 3 (eV/Å):
N 4.2 -2.8 -0.3
C -7.5 5.4 0.5
S 4.1 -1.3 -0.8

=====

No. 4
2 unconnected molecules or ions with the total composition CH2N2O3 at a distorted geometry, computed with ωB97M-V/def2-TZVPD.

Results
E_HOMO (spin up / spin down), eV: -9.09 / -9.56
Energy above the lowest of the compared OMol25 structures with the same formula, charge and spin, kcal/mol: 137.6
Gap between HOMO and LUMO (spin up / spin down), eV: 9.1 / 9.4
Net charge: 0
DFT total energy, eV: -10184.128
E_LUMO (spin up / spin down), hartree: -0.0003 / -0.0073

Atoms and positions in Å:
C1 -1.2627 -0.0910 0.0351
N1 -0.1807 -0.7576 0.4657
N2 1.6979 0.3237 0.0062
O1 2.3729 0.1971 0.9427
O2 1.5554 0.8825 -1.0196
O3 -0.8556 -1.2582 -0.5922
H1 -2.0670 -0.1126 0.6496
H2 -1.2602 0.8161 -0.4874

Forces on atoms 1 to 3 (eV/Å):
C -1.0 1.6 -1.1
N 3.4 -1.4 1.9
N -3.4 -1.7 -0.2

=====

No. 5
A single CH2N2O3 molecule at a distorted geometry, computed with ωB97M-V/def2-TZVPD.

Results
E_HOMO, eV: -10.14
Energy above the lowest of the compared OMol25 structures with the same formula, charge and spin, kcal/mol: 95.3
Gap between HOMO and LUMO, eV: 9.1
Net charge: 0
DFT total energy, eV: -10185.962
E_LUMO, hartree: -0.0369
SMILES: O=NC[N+](=O)[O-]

Atoms and positions in Å:
O1 -2.0716 -1.1008 0.5586
N1 -1.0742 -1.0244 -0.0812
C1 -0.2681 0.3526 -0.1362
N2 1.1503 0.0000 0.0098
O2 1.6604 0.3316 1.0366
O3 1.6985 -0.5331 -0.9521
H1 -0.4634 1.1237 0.5858
H2 -0.6320 0.8504 -1.0213

Forces on atoms 1 to 3 (eV/Å):
O 1.2 1.1 -0.5
N 0.1 -0.2 0.2
C -2.1 -0.2 1.0

=====

No. 6
2 unconnected molecules or ions with the total composition CH2N2O3 at a distorted geometry, computed with ωB97M-V/def2-TZVPD.

Results
E_HOMO, eV: -10.12
Energy above the lowest of the compared OMol25 structures with the same formula, charge and spin, kcal/mol: 26.1
Gap between HOMO and LUMO, eV: 10.7
Net charge: 0
DFT total energy, eV: -10188.965
E_LUMO, hartree: 0.0197
SMILES: N=C=O.O=NO

Atoms and positions in Å:
N1 -1.6757 -1.1725 -0.9932
C1 -1.4406 -0.5026 -0.0179
O1 -1.2101 0.2342 0.8695
H1 -1.5583 -1.7734 -1.7221
O2 2.1087 0.2340 1.6901
N2 1.4796 0.9878 1.0390
O3 1.5090 0.7435 -0.2525
H2 0.7874 1.2489 -0.6128

Forces on atoms 1 to 3 (eV/Å):
N -0.4 3.1 4.0
C 0.2 -0.9 -2.0
O -0.5 -0.6 -0.4

=====

No. 7
2 unconnected molecules or ions with the total composition CH2N2O3 at a distorted geometry, computed with ωB97M-V/def2-TZVPD.

Results
E_HOMO, eV: -9.88
Energy above the lowest of the compared OMol25 structures with the same formula, charge and spin, kcal/mol: 102.5
Gap between HOMO and LUMO, eV: 9.6
Net charge: 0
DFT total energy, eV: -10185.653
E_LUMO, hartree: -0.0111
SMILES: O=[NH+][O-].C#[N+][O-]

Atoms and positions in Å:
O1 -0.9601 -0.0160 1.0599
N1 -0.0803 -0.7467 1.4109
O2 1.1239 -0.6513 1.2063
H1 -0.3871 -1.4307 2.0794
C1 1.5539 0.8061 -1.7102
N2 2.5596 1.1245 -2.1922
O3 3.6418 1.3615 -2.5178
H2 0.4776 0.6659 -1.8318

Forces on atoms 1 to 3 (eV/Å):
O -0.6 0.7 -1.0
N 1.8 1.1 0.4
O -1.2 -0.3 -0.1

=====

No. 8
A single CH2N2O3 molecule at a distorted geometry, computed with ωB97M-V/def2-TZVPD.

Results
E_HOMO, eV: -10.72
Energy above the lowest of the compared OMol25 structures with the same formula, charge and spin, kcal/mol: 112.4
Gap between HOMO and LUMO, eV: 10.9
Net charge: 0
DFT total energy, eV: -10185.223
E_LUMO, hartree: 0.0077
SMILES: O=[N+]([O-])N1CO1

Atoms and positions in Å:
O1 -1.3651 -1.4117 1.2927
N1 -0.3637 -0.8701 0.9689
O2 0.7140 -0.7139 1.3898
N2 -0.5652 -0.3566 -0.5726
C1 0.2364 0.8010 -0.7116
O3 0.6761 -0.3205 -1.2256
H1 -0.1121 1.7339 -1.3481
H2 0.7796 1.1379 0.2066

Forces on atoms 1 to 3 (eV/Å):
O 0.0 -0.1 1.3
N -1.1 0.0 -3.9
O 1.3 -0.3 1.9

=====

No. 9
2 unconnected molecules or ions with the total composition CH2N2O3S at a distorted geometry, computed with ωB97M-V/def2-TZVPD.

Results
E_HOMO (spin up / spin down), eV: -9.32 / -9.71
Energy above the lowest of the compared OMol25 structures with the same formula, charge and spin, kcal/mol: 118.3
Gap between HOMO and LUMO (spin up / spin down), eV: 7.7 / 8.5
Net charge: 0
DFT total energy, eV: -21021.292
E_LUMO (spin up / spin down), hartree: -0.0601 / -0.0460

Atoms and positions in Å:
C1 -1.8774 0.3481 0.1159
N1 -1.2306 -0.9215 0.0392
N2 -0.0097 -0.8932 0.1316
O1 -3.0455 0.5014 -0.0012
O2 0.9382 -1.5848 -0.0874
O3 1.0837 0.8348 0.3154
S1 2.6192 0.5208 0.2916
H1 -1.0286 0.9808 0.2653
H2 2.5505 0.2135 -1.0703

Forces on atoms 1 to 3 (eV/Å):
C 0.8 -0.5 0.3
N -0.4 -2.2 -0.5
N 1.8 0.2 -0.4

=====

No. 10
A single CH2N2O3S molecule at a distorted geometry, computed with ωB97M-V/def2-TZVPD.

Results
E_HOMO, eV: -9.39
Energy above the lowest of the compared OMol25 structures with the same formula, charge and spin, kcal/mol: 88.2
Gap between HOMO and LUMO, eV: 9.1
Net charge: 0
DFT total energy, eV: -21022.598
E_LUMO, hartree: -0.0098
SMILES: O=CN(S)[N+](=O)[O-]

Atoms and positions in Å:
O1 -1.0781 -1.6860 0.9738
C1 -0.9756 -0.9695 0.0566
N1 0.2890 0.0967 0.0329
S1 1.3017 0.3189 1.3932
N2 0.3445 1.0514 -0.9252
O2 -0.3888 0.9127 -1.8740
O3 1.1395 1.9325 -0.7264
H1 -1.5153 -0.8213 -0.8707
H2 0.8831 -0.8354 1.9398

Forces on atoms 1 to 3 (eV/Å):
O -0.1 -0.1 0.0
C 2.8 2.4 -0.1
N -2.6 -2.6 0.3

=====

No. 11
2 unconnected molecules or ions with the total composition CH2N2O4S at a distorted geometry, computed with ωB97M-V/def2-TZVPD.

Results
E_HOMO (spin up / spin down), eV: -10.79 / -10.37
Energy above the lowest of the compared OMol25 structures with the same formula, charge and spin, kcal/mol: 64.9
Gap between HOMO and LUMO (spin up / spin down), eV: 8.3 / 8.1
Net charge: 0
DFT total energy, eV: -23069.420
E_LUMO (spin up / spin down), hartree: -0.0897 / -0.0819
SMILES: O=S(=O)=NO.N=C=O

Atoms and positions in Å:
O1 1.4645 -0.1238 1.8099
S1 0.2746 0.3082 1.1260
O2 -0.8451 0.8630 1.8180
N1 -0.3828 -0.9141 0.2659
O3 -1.6835 -0.6971 0.1353
H1 -2.1569 -0.1388 0.9139
N2 0.9634 -0.4898 -1.9202
C1 1.0277 0.6393 -1.5869
O4 0.9233 1.6615 -1.0633
H2 0.4150 -1.1084 -1.4987

Forces on atoms 1 to 3 (eV/Å):
O 0.1 0.5 -0.3
S 0.4 -1.6 1.1
O -0.7 1.8 1.3

=====

No. 12
2 unconnected molecules or ions with the total composition CH2N2O4S at a distorted geometry, computed with ωB97M-V/def2-TZVPD.

Results
E_HOMO, eV: -10.26
Energy above the lowest of the compared OMol25 structures with the same formula, charge and spin, kcal/mol: 42.4
Gap between HOMO and LUMO, eV: 9.7
Net charge: 0
DFT total energy, eV: -23070.394
E_LUMO, hartree: -0.0201
SMILES: O=S(=O)=NO.N=C=O

Atoms and positions in Å:
O1 -2.6517 -0.4707 -0.9991
S1 -1.3468 -0.7318 -1.6126
O2 -0.6568 0.0280 -2.6386
N1 -0.4411 -1.9370 -0.9748
O3 0.7707 -1.9899 -1.5412
H1 1.3127 -1.3305 -1.0523
N2 -0.0091 2.2130 -0.0053
C1 0.6133 1.2080 0.2216
O4 0.9743 0.1034 0.2643
H2 -0.0202 3.0876 0.2939

Forces on atoms 1 to 3 (eV/Å):
O 2.3 -0.3 -1.4
S 1.0 -1.0 0.7
O -1.5 0.0 0.9